Entry 1:
The following is a quantum chemistry calculation of a molecular structure, C5H10N2 at a distorted geometry, from OMol25.

Summary:
- orbital gap (eV) = 8.40
- F_max (eV Å⁻¹) = 3.39
- ΔE to the lowest compared entry with this formula, charge and spin (kcal per mole) = 116.6
- HOMO (eV) = -7.6174
- E_tot (hartree) = -305.83812

Last column: natural (NBO) charge in e.
Geometry (Å):
C  0.49  0.59  -2.39  -0.424
C  -0.47  -0.85  2.37  -0.598
N  0.00  0.81  -1.05  -0.569
C  0.63  -0.12  0.16  0.527
C  -1.27  -0.16  0.01  -0.280
C  -0.40  0.14  1.22  -0.370
N  1.59  -0.93  0.14  -0.675
H  -0.40  1.73  -0.90  0.412
H  1.93  -1.14  -0.79  0.353
H  -2.20  0.41  -0.08  0.160
H  -0.34  1.18  1.57  0.177
H  1.59  0.63  -2.40  0.198
H  0.11  1.38  -3.05  0.213
H  0.19  -0.38  -2.78  0.216
H  0.45  -0.82  2.95  0.220
H  -1.30  -0.59  3.02  0.210
H  -0.60  -1.86  1.99  0.230

=====

Entry 2:
The following is a quantum chemistry calculation of a molecular structure, H26O13 at a distorted geometry, from OMol25.

Summary:
- orbital gap (eV) = 7.56
- F_max (eV Å⁻¹) = 13.14
- ΔE to the lowest compared entry with this formula, charge and spin (kcal per mole) = 197.5
- HOMO (eV) = -8.2791
- E_tot (hartree) = -993.45850

Last column: natural (NBO) charge in e.
Geometry (Å):
H  -0.49  -0.10  -0.39  0.483
H  0.72  0.62  0.18  0.466
H  2.85  -0.38  -2.44  0.481
H  3.55  -0.56  -3.78  0.446
H  -1.59  -2.33  -1.38  0.459
H  -0.23  -2.34  -0.70  0.457
H  -2.88  -2.10  0.98  0.435
H  -3.02  -2.34  -0.51  0.435
H  -3.52  3.30  -0.18  0.463
H  -3.11  3.41  1.28  0.472
H  -5.86  -0.09  -0.77  0.470
H  -4.58  -0.72  -1.32  0.457
H  2.87  -3.69  1.35  0.462
H  3.41  -2.49  0.59  0.471
H  -2.28  0.89  3.16  0.457
H  -1.62  0.94  1.79  0.474
H  4.38  0.57  4.42  0.468
H  3.46  -0.01  3.36  0.463
H  2.88  3.97  -0.44  0.474
H  3.61  4.76  -1.52  0.468
H  -0.66  2.58  -1.90  0.467
H  -0.45  3.17  -0.51  0.468
H  1.32  -2.88  -2.60  0.471
H  2.25  -1.94  -3.35  0.465
H  -2.04  -1.49  2.63  0.455
H  -0.74  -2.28  2.62  0.478
O  0.06  0.68  -0.52  -0.961
O  3.57  -0.02  -2.98  -0.926
O  -1.10  -1.93  -0.65  -0.895
O  -2.42  -2.48  0.22  -0.885
O  -3.30  3.94  0.51  -0.934
O  -5.52  -0.60  -1.52  -0.926
O  3.59  -3.42  0.78  -0.932
O  -1.53  1.27  2.69  -0.931
O  4.38  0.23  3.52  -0.931
O  3.76  4.30  -0.69  -0.942
O  0.00  3.03  -1.35  -0.933
O  1.48  -1.94  -2.77  -0.940
O  -1.19  -1.56  2.17  -0.930

=====

Entry 3:
The following is a quantum chemistry calculation of 3 unconnected molecules or ions with the total composition C30H30BF7O2 at a distorted geometry, from OMol25.

Summary:
- orbital gap (eV) = 3.53
- F_max (eV Å⁻¹) = 3.09
- ΔE to the lowest compared entry with this formula, charge and spin (kcal per mole) = 88.9
- HOMO (eV) = -6.4124
- E_tot (hartree) = -2035.40145

Last column: natural (NBO) charge in e.
Geometry (Å):
F  -0.35  1.13  -5.44  -0.324
C  -0.49  -0.04  -4.72  0.416
C  -1.26  -1.06  -5.24  -0.329
C  -1.18  -2.29  -4.60  0.427
F  -1.50  -3.40  -5.35  -0.324
C  -0.65  -2.43  -3.32  -0.276
C  0.13  -1.37  -2.78  -0.040
C  0.88  -1.42  -1.54  -0.183
C  2.25  -1.05  -1.65  -0.218
C  3.25  -1.87  -2.22  -0.178
C  4.33  -1.44  -3.07  -0.040
C  5.26  -2.39  -3.59  -0.276
C  6.13  -2.03  -4.61  0.416
F  7.12  -2.92  -4.96  -0.329
C  6.13  -0.79  -5.25  -0.351
C  5.29  0.15  -4.65  0.426
F  5.32  1.43  -5.16  -0.330
C  4.45  -0.11  -3.56  -0.288
C  0.21  -0.18  -3.55  -0.297
H  -1.72  -0.93  -6.21  0.252
H  -0.79  -3.32  -2.73  0.238
H  0.47  -1.88  -0.64  0.220
H  2.55  -0.07  -1.25  0.212
H  3.14  -2.94  -2.04  0.212
H  5.24  -3.39  -3.18  0.231
H  6.77  -0.54  -6.09  0.255
H  3.82  0.68  -3.13  0.233
H  0.79  0.65  -3.16  0.233
C  -2.01  2.18  5.97  -0.631
C  -1.64  2.03  4.50  0.255
C  -2.51  2.95  3.61  -0.649
C  -0.11  2.20  4.13  0.248
C  0.35  3.65  3.98  -0.637
C  0.80  1.47  5.13  -0.636
O  -0.07  1.52  2.84  -0.761
B  -1.22  0.72  2.76  1.185
C  -2.14  0.43  1.46  -0.386
C  -3.47  -0.02  1.57  -0.187
C  -4.14  -0.51  0.43  -0.182
C  -3.54  -0.42  -0.82  -0.172
C  -4.31  -0.81  -2.07  0.980
F  -3.75  -0.28  -3.20  -0.329
F  -4.37  -2.18  -2.28  -0.335
F  -5.60  -0.39  -1.99  -0.325
C  -2.29  0.18  -0.95  -0.137
C  -1.59  0.59  0.17  -0.212
C  0.16  -1.10  1.86  -0.270
C  -0.38  -2.25  2.65  -0.701
O  -1.89  0.67  4.04  -0.777
H  -1.81  3.21  6.30  0.214
H  -3.08  1.98  6.13  0.225
H  -1.44  1.50  6.63  0.222
H  -2.46  3.99  3.94  0.217
H  -2.21  2.93  2.55  0.228
H  -3.55  2.63  3.64  0.224
H  0.09  4.30  4.83  0.218
H  1.45  3.71  3.91  0.219
H  -0.07  4.12  3.07  0.227
H  0.72  1.90  6.14  0.216
H  0.56  0.39  5.18  0.222
H  1.85  1.58  4.82  0.218
H  -4.03  0.02  2.52  0.233
H  -5.12  -0.98  0.56  0.230
H  -1.83  0.31  -1.92  0.226
H  -0.55  0.97  0.06  0.228
H  -0.13  -1.03  0.82  0.200
H  1.18  -0.75  2.11  0.205
H  0.24  -3.14  2.41  0.240
H  -0.21  -2.04  3.70  0.230
H  -1.47  -2.42  2.52  0.231